1.
Below is an isolated molecule of C4H12N2O at a distorted geometry, with properties calculated with wB97M-V/def2-TZVPD.

As for the frontier orbital gap: 9.44 eV. The calculation puts the energy relative to the best compared isomer or geometry (same formula, charge and spin) at 72.9 kcal/mol. As for the energy: -9368.0304 eV. The max |F| comes out at 3.837 eV Å⁻¹. The value obtained for the HOMO energy is -8.5516 eV.

The geometry in XYZ format:
```
19
Properties=species:S:1:pos:R:3:forces:R:3
N 2.615068 0.771348 -0.129398 -0.6 -2.3 3.0
C 1.651674 0.734888 -1.166485 -1.1 0.9 -0.5
C 0.773865 -0.525648 -1.175111 0.8 -1.1 -1.6
N -0.191351 -0.664387 -0.105402 1.0 -0.5 0.1
C -1.557187 -0.203686 -0.098686 -0.7 2.2 0.2
C -2.179501 -0.050545 1.291645 1.2 -2.2 2.4
O -2.329166 -1.424616 1.813604 -1.2 0.8 -0.4
H 2.268634 0.938273 0.835139 -0.3 -0.4 -1.2
H 3.400639 1.323272 -0.139892 2.0 1.5 -1.1
H 2.061421 0.646411 -2.171237 0.8 0.6 0.2
H 1.116214 1.694437 -1.049546 -0.8 -0.5 -0.9
H 0.422389 -0.672310 -2.221058 -0.6 0.4 0.8
H 1.528784 -1.385517 -1.132989 -0.9 0.9 0.4
H 0.415700 -0.316908 0.591084 -0.4 0.4 2.0
H -1.753329 0.864768 -0.442509 0.4 -1.2 -0.9
H -2.077590 -1.014795 -0.603090 -0.7 0.7 -0.4
H -3.129726 0.522273 1.493626 0.8 -0.8 -1.1
H -1.464938 0.352393 2.049491 -0.2 0.6 -1.0
H -1.571601 -1.589657 2.360813 0.4 -0.3 0.2
```
Forces are in eV/Å.

Löwdin atomic charge list, values in e, 8 entries: -0.02 -0.31 -0.24 -0.07 -0.23 -0.21 -0.11 0.09


2.
Below is an isolated molecule of C4H12N2O at a distorted geometry, with properties calculated with wB97M-V/def2-TZVPD.

As for the frontier orbital gap: 10.09 eV. The calculation puts the energy relative to the best compared isomer or geometry (same formula, charge and spin) at 37.4 kcal/mol. As for the energy: -9369.5712 eV. The max |F| comes out at 1.780 eV Å⁻¹. The value obtained for the HOMO energy is -9.0325 eV.

The geometry in XYZ format:
```
19
Properties=species:S:1:pos:R:3:forces:R:3
N -1.152604 1.406041 1.512088 0.6 -1.6 -0.4
C 0.267837 1.063447 1.554456 -0.3 -0.9 0.6
C 0.672508 -0.184936 0.703062 -0.5 1.4 -0.2
C -0.114371 -0.235203 -0.638105 1.4 0.0 1.0
N 0.263230 0.953796 -1.381192 -0.2 0.4 0.0
C 0.137056 -1.553665 -1.346995 -0.5 -1.6 0.1
O -0.876025 -2.552188 -1.029068 0.5 0.8 -0.5
H -1.422321 2.113290 2.161130 -0.1 0.5 0.0
H -1.394076 1.566318 0.551055 -0.4 0.8 0.0
H 0.893417 1.914648 1.292060 0.2 0.0 0.0
H 0.476315 0.718468 2.571012 0.2 0.6 0.1
H 1.734555 0.004736 0.529134 0.1 -0.5 -0.3
H 0.581156 -1.096604 1.292859 -0.2 -0.1 -0.1
H -1.154060 -0.171193 -0.319668 -0.2 0.0 -0.6
H 1.184939 0.932481 -1.806618 -0.1 -0.3 0.3
H -0.392152 1.126349 -2.114443 -0.4 0.2 -0.5
H 0.143468 -1.537057 -2.432813 0.0 0.5 -0.1
H 1.082595 -1.993678 -1.013194 0.3 0.3 -0.2
H -0.931459 -2.475054 -0.084768 -0.4 -0.4 0.8
```
Forces are in eV/Å.

Löwdin atomic charge list, values in e, 8 entries: -0.01 -0.28 -0.15 -0.41 0.05 -0.21 -0.07 0.06


Copy entry 1 word for word.
Below is an isolated molecule of C4H12N2O at a distorted geometry, with properties calculated with wB97M-V/def2-TZVPD.

As for the frontier orbital gap: 9.44 eV. The calculation puts the energy relative to the best compared isomer or geometry (same formula, charge and spin) at 72.9 kcal/mol. As for the energy: -9368.0304 eV. The max |F| comes out at 3.837 eV Å⁻¹. The value obtained for the HOMO energy is -8.5516 eV.

The geometry in XYZ format:
```
19
Properties=species:S:1:pos:R:3:forces:R:3
N 2.615068 0.771348 -0.129398 -0.6 -2.3 3.0
C 1.651674 0.734888 -1.166485 -1.1 0.9 -0.5
C 0.773865 -0.525648 -1.175111 0.8 -1.1 -1.6
N -0.191351 -0.664387 -0.105402 1.0 -0.5 0.1
C -1.557187 -0.203686 -0.098686 -0.7 2.2 0.2
C -2.179501 -0.050545 1.291645 1.2 -2.2 2.4
O -2.329166 -1.424616 1.813604 -1.2 0.8 -0.4
H 2.268634 0.938273 0.835139 -0.3 -0.4 -1.2
H 3.400639 1.323272 -0.139892 2.0 1.5 -1.1
H 2.061421 0.646411 -2.171237 0.8 0.6 0.2
H 1.116214 1.694437 -1.049546 -0.8 -0.5 -0.9
H 0.422389 -0.672310 -2.221058 -0.6 0.4 0.8
H 1.528784 -1.385517 -1.132989 -0.9 0.9 0.4
H 0.415700 -0.316908 0.591084 -0.4 0.4 2.0
H -1.753329 0.864768 -0.442509 0.4 -1.2 -0.9
H -2.077590 -1.014795 -0.603090 -0.7 0.7 -0.4
H -3.129726 0.522273 1.493626 0.8 -0.8 -1.1
H -1.464938 0.352393 2.049491 -0.2 0.6 -1.0
H -1.571601 -1.589657 2.360813 0.4 -0.3 0.2
```
Forces are in eV/Å.

Löwdin atomic charge list, values in e, 8 entries: -0.02 -0.31 -0.24 -0.07 -0.23 -0.21 -0.11 0.09


> Which value of energy relative to the best compared isomer or geometry (same formula, charge and spin) does entry 2 give?

37.4 kcal/mol


> frontier orbital gap of number 2 (C4H12N2O)?

10.09 eV